1.
# C33H75BN5O5

6 unconnected molecules or ions with the total composition C33H75BN5O5 at a distorted geometry (the ωB97M-V functional and the def2-TZVPD basis, OMol25).

Element x y z (Å)
1 B 5.084 -3.191 1.607
2 C 5.607 -1.696 2.111
3 C 4.529 -0.888 2.934
4 C 4.656 0.650 2.576
5 C 3.604 1.019 1.449
6 C 4.371 1.443 0.165
7 C 3.303 1.875 -0.922
8 C 2.498 0.624 -1.455
9 C 1.089 0.528 -0.760
10 C 0.012 -0.059 -1.740
11 C -0.454 -1.508 -1.435
12 C -1.188 -1.766 -0.071
13 C -1.605 -0.530 0.794
14 C -3.010 -0.832 1.481
15 C -3.039 -0.654 3.033
16 C -2.985 0.825 3.550
17 C -1.547 1.457 3.671
18 C -1.474 2.730 2.742
19 C -0.022 2.785 2.119
20 H 5.304 -3.277 0.415
21 H 3.868 -3.288 1.714
22 H 5.640 -4.110 2.156
23 H 6.497 -1.865 2.765
24 H 5.904 -1.094 1.224
25 H 4.714 -1.000 4.029
26 H 3.513 -1.281 2.707
27 H 5.674 0.871 2.192
28 H 4.487 1.248 3.503
29 H 3.008 0.106 1.244
30 H 2.881 1.792 1.791
31 H 4.980 0.636 -0.284
32 H 5.029 2.324 0.315
33 H 3.829 2.337 -1.791
34 H 2.617 2.655 -0.520
35 H 2.383 0.762 -2.554
36 H 3.024 -0.329 -1.251
37 H 0.773 1.572 -0.544
38 H 1.099 -0.055 0.179
39 H 0.459 -0.067 -2.764
40 H -0.865 0.623 -1.809
41 H 0.449 -2.163 -1.475
42 H -1.102 -1.865 -2.269
43 H -2.077 -2.400 -0.289
44 H -0.519 -2.406 0.548
45 H -1.731 0.422 0.249
46 H -0.846 -0.412 1.597
47 H -3.356 -1.861 1.245
48 H -3.755 -0.153 0.999
49 H -4.026 -1.049 3.376
50 H -2.282 -1.303 3.527
51 H -3.386 0.786 4.592
52 H -3.688 1.477 2.989
53 H -1.430 1.839 4.712
54 H -0.723 0.743 3.508
55 H -2.190 2.640 1.901
56 H -1.724 3.644 3.313
57 H 0.654 3.147 2.919
58 H -0.016 3.438 1.227
59 H 0.253 1.750 1.858
60 C -3.197 3.692 -3.920
61 C -2.005 2.953 -3.372
62 O -2.077 2.268 -2.363
63 N -0.822 3.065 -4.033
64 C -0.532 3.821 -5.234
65 H -4.059 3.503 -3.284
66 H -3.007 4.766 -3.932
67 H -3.428 3.341 -4.928
68 H -0.072 2.542 -3.604
69 H -0.168 3.136 -6.002
70 H 0.252 4.549 -5.012
71 H -1.409 4.342 -5.605
72 C -7.556 1.815 -3.318
73 C -6.811 2.504 -2.204
74 O -6.493 3.683 -2.266
75 N -6.493 1.770 -1.106
76 C -6.776 0.373 -0.844
77 H -7.735 2.527 -4.119
78 H -6.964 0.988 -3.714
79 H -8.518 1.447 -2.959
80 H -5.995 2.297 -0.405
81 H -7.376 0.300 0.065
82 H -5.833 -0.154 -0.687
83 H -7.313 -0.092 -1.665
84 C 4.067 -7.791 -0.833
85 C 4.366 -6.328 -0.611
86 O 5.495 -5.908 -0.439
87 N 3.325 -5.460 -0.603
88 C 1.919 -5.739 -0.789
89 H 5.000 -8.351 -0.810
90 H 3.416 -8.169 -0.042
91 H 3.596 -7.935 -1.807
92 H 3.609 -4.501 -0.438
93 H 1.564 -5.171 -1.646
94 H 1.377 -5.410 0.104
95 H 1.731 -6.795 -0.957
96 C 4.203 -5.467 -5.090
97 C 2.841 -5.346 -4.460
98 O 2.513 -6.013 -3.494
99 N 1.966 -4.454 -5.003
100 C 2.166 -3.576 -6.138
101 H 4.781 -6.211 -4.547
102 H 4.112 -5.787 -6.130
103 H 4.731 -4.513 -5.037
104 H 1.077 -4.428 -4.529
105 H 2.032 -2.543 -5.811
106 H 1.416 -3.806 -6.898
107 H 3.157 -3.690 -6.566
108 C -3.395 4.415 5.670
109 C -3.777 5.336 6.800
110 O -4.887 5.316 7.309
111 N -2.834 6.208 7.249
112 C -1.473 6.381 6.778
113 H -4.243 3.782 5.422
114 H -3.126 4.995 4.786
115 H -2.562 3.777 5.968
116 H -3.157 6.791 8.004
117 H -0.787 6.200 7.608
118 H -1.347 7.409 6.434
119 H -1.237 5.701 5.965

Output
charge = -1
HOMO energy = -0.153 Ha
energy = -53802.387 eV
max |F| = 2.3 eV Å⁻¹
ΔE to the lowest compared entry with this formula, charge and spin = 0.0 kcal per mole
frontier orbital gap = 6.0 eV

Löwdin atomic charge list, values in e, 6 entries: -0.4885 -0.2899 -0.2510 -0.2136 -0.1983 -0.2100

***

2.
# C33H75N3O6S3

6 unconnected molecules or ions with the total composition C33H75N3O6S3 at a distorted geometry (the ωB97M-V functional and the def2-TZVPD basis, OMol25).

Element x y z (Å)
1 C 0.189 -3.456 4.178
2 S 1.526 -4.033 5.340
3 O 1.004 -5.255 5.907
4 C 2.790 -4.369 4.075
5 H -0.757 -3.340 4.709
6 H 0.059 -4.380 3.614
7 H 0.357 -2.734 3.379
8 H 2.403 -5.181 3.460
9 H 3.676 -4.763 4.573
10 H 3.124 -3.624 3.352
11 C 1.731 0.547 2.386
12 S 2.379 -0.708 1.124
13 O 3.593 -1.190 1.893
14 C 2.711 0.590 -0.118
15 H 1.218 0.021 3.192
16 H 1.027 1.198 1.870
17 H 2.694 0.973 2.667
18 H 2.805 0.280 -1.159
19 H 3.581 1.160 0.206
20 H 1.953 1.371 -0.181
21 C -2.595 1.339 5.707
22 S -2.356 0.040 6.887
23 O -3.224 -1.045 6.244
24 C -0.667 -0.594 6.383
25 H -2.069 1.129 4.775
26 H -1.921 2.143 6.006
27 H -3.649 1.587 5.585
28 H -0.802 -1.609 6.010
29 H 0.008 -0.565 7.239
30 H -0.118 0.049 5.695
31 C -6.586 -2.392 0.988
32 C -5.378 -2.122 0.116
33 C -5.721 -0.816 -0.574
34 C -5.519 0.359 0.377
35 C -4.111 0.465 0.849
36 C -3.671 -0.865 1.590
37 N -4.081 -2.096 0.908
38 O -3.804 -3.282 1.577
39 C -2.094 -0.935 1.479
40 C -4.135 -0.803 3.091
41 C -5.188 -3.199 -0.915
42 H -7.411 -2.506 0.285
43 H -6.931 -1.714 1.769
44 H -6.431 -3.274 1.609
45 H -4.898 -0.718 -1.281
46 H -6.666 -0.858 -1.116
47 H -6.262 0.295 1.172
48 H -5.834 1.209 -0.228
49 H -4.080 1.293 1.557
50 H -3.480 0.663 -0.018
51 H -1.721 -1.331 0.535
52 H -1.644 0.055 1.547
53 H -1.568 -1.529 2.227
54 H -5.170 -0.587 3.355
55 H -3.894 -1.691 3.674
56 H -3.493 -0.075 3.586
57 H -5.076 -4.252 -0.656
58 H -4.221 -3.324 -1.401
59 H -5.849 -3.161 -1.781
60 H -4.100 -3.103 2.472
61 C 6.292 -4.755 -3.675
62 C 4.881 -4.361 -4.067
63 C 4.101 -3.677 -2.823
64 C 4.460 -2.274 -2.556
65 C 4.526 -1.424 -3.865
66 C 5.185 -2.069 -5.079
67 N 4.890 -3.473 -5.241
68 O 5.302 -4.137 -6.381
69 C 4.839 -1.398 -6.435
70 C 6.698 -1.855 -4.885
71 C 3.885 -5.535 -4.274
72 H 6.943 -5.111 -4.472
73 H 6.233 -5.629 -3.026
74 H 6.790 -3.924 -3.175
75 H 3.014 -3.674 -2.901
76 H 4.317 -4.263 -1.929
77 H 5.467 -2.202 -2.145
78 H 3.836 -1.852 -1.768
79 H 5.074 -0.611 -3.389
80 H 3.630 -0.922 -4.229
81 H 5.180 -0.366 -6.359
82 H 5.175 -1.913 -7.335
83 H 3.758 -1.447 -6.566
84 H 7.330 -2.460 -5.535
85 H 6.820 -0.783 -5.037
86 H 7.065 -1.954 -3.863
87 H 4.205 -6.390 -4.869
88 H 2.889 -5.289 -4.642
89 H 3.715 -6.043 -3.324
90 H 4.590 -4.703 -6.689
91 C -3.395 4.280 -0.479
92 C -1.996 4.887 0.038
93 C -0.910 3.814 -0.067
94 C 0.455 4.434 0.192
95 C 0.705 5.535 -0.925
96 C -0.411 6.616 -1.016
97 N -1.784 6.047 -0.858
98 O -2.693 7.026 -0.794
99 C -0.170 7.622 0.085
100 C -0.171 7.302 -2.328
101 C -2.310 5.137 1.509
102 H -3.747 3.540 0.239
103 H -3.268 3.796 -1.448
104 H -4.119 5.043 -0.765
105 H -1.054 2.948 0.581
106 H -0.847 3.511 -1.112
107 H 1.173 3.619 0.115
108 H 0.343 4.751 1.229
109 H 0.801 5.161 -1.944
110 H 1.663 6.029 -0.762
111 H 0.851 7.951 0.276
112 H -0.885 8.442 0.011
113 H -0.415 7.218 1.067
114 H -0.441 6.568 -3.088
115 H -0.818 8.163 -2.497
116 H 0.892 7.448 -2.519
117 H -2.822 6.095 1.595
118 H -1.355 5.072 2.031
119 H -2.898 4.360 1.998
120 H -3.117 6.792 -1.623

Output
charge = +1
HOMO energy (spin up / spin down) = -0.341 / -0.341 Ha
spin multiplicity = 2
energy = -84679.717 eV
max |F| = 5.8 eV Å⁻¹
frontier orbital gap (spin up / spin down) = 6.5 / 2.6 eV

Löwdin atomic charge list, values in e, 6 entries: -0.2479 0.7763 -0.5176 -0.2635 0.0401 0.0422